# 1
{
  "formula": "C20H33BaF6NO4S2Si",
  "method": "ωB97M-V/def2-TZVPD",
  "lumo_ev": 0.03,
  "e_above_lowest_kcal_mol": 91.9,
  "energy_ev": -77499.0884,
  "homo_lumo_gap_ha": 0.21968,
  "elements": ["Ba", "C", "C", "C", "C", "C", "C", "H", "H", "H", "H", "H", "H", "F", "C", "F", "F", "S", "O", "O", "N", "S", "O", "O", "C", "F", "F", "F", "C", "C", "C", "C", "Si", "C", "C", "C", "C", "C", "C", "C", "C", "H", "H", "H", "H", "H", "H", "H", "H", "H", "H", "H", "H", "H", "H", "H", "H", "H", "H", "H", "H", "H", "H", "H", "H", "H", "H", "H"],
  "xyz": [[-0.731, -0.768, -0.307], [3.083, 1.863, 0.651], [2.237, 2.760, 1.292], [1.450, 2.338, 2.356], [1.509, 1.018, 2.783], [2.368, 0.122, 2.151], [3.149, 0.541, 1.078], [3.697, 2.196, -0.178], [2.183, 3.789, 0.959], [0.792, 3.039, 2.855], [0.902, 0.692, 3.620], [2.432, -0.904, 2.495], [3.815, -0.160, 0.586], [-2.168, -4.641, 2.292], [-1.108, -4.145, 1.703], [-0.285, -5.110, 1.372], [-0.563, -3.240, 2.489], [-1.831, -3.313, 0.131], [-2.299, -2.020, 0.671], [-2.805, -4.238, -0.329], [-0.791, -2.963, -1.085], [0.834, -2.784, -0.934], [1.265, -1.630, -1.700], [1.231, -2.825, 0.454], [1.488, -4.298, -1.787], [1.159, -5.363, -1.098], [2.796, -4.142, -1.823], [0.977, -4.363, -2.992], [-4.924, 0.148, -0.796], [-4.197, 1.388, -1.342], [-3.604, 0.929, -2.687], [-5.267, 2.448, -1.640], [-2.757, 1.894, -0.129], [-2.165, 3.668, -0.607], [-1.900, 3.736, -2.117], [-3.116, 4.822, -0.257], [-0.808, 3.961, 0.052], [-3.490, 1.968, 1.665], [-4.884, 2.587, 1.812], [-2.541, 2.737, 2.594], [-3.541, 0.544, 2.251], [-5.595, -0.264, -1.565], [-5.540, 0.359, 0.080], [-4.237, -0.658, -0.513], [-4.404, 0.587, -3.364], [-2.924, 0.074, -2.561], [-3.043, 1.697, -3.216], [-6.088, 2.015, -2.238], [-4.869, 3.286, -2.220], [-5.714, 2.862, -0.734], [-2.815, 3.703, -2.712], [-1.250, 2.927, -2.468], [-1.395, 4.685, -2.363], [-4.113, 4.699, -0.686], [-2.717, 5.777, -0.639], [-3.242, 4.944, 0.822], [-0.088, 3.162, -0.130], [-0.871, 4.095, 1.134], [-0.381, 4.890, -0.364], [-4.944, 3.592, 1.386], [-5.158, 2.670, 2.878], [-5.663, 1.985, 1.337], [-2.556, 3.816, 2.427], [-1.501, 2.406, 2.496], [-2.837, 2.571, 3.643], [-4.140, -0.154, 1.666], [-3.961, 0.560, 3.270], [-2.536, 0.115, 2.340]]
}

# 2
{
  "formula": "C36H34Cl2CrN8O6S",
  "method": "ωB97M-V/def2-TZVPD",
  "multiplicity": 5,
  "lumo_ev": [-0.09, -0.09],
  "e_above_lowest_kcal_mol": 29.9,
  "energy_ev": -126395.4418,
  "homo_lumo_gap_ha": [0.18334, 0.26722],
  "elements": ["Cr", "C", "N", "C", "C", "N", "C", "C", "C", "C", "C", "C", "N", "C", "N", "C", "C", "C", "C", "C", "C", "N", "H", "H", "H", "H", "H", "H", "H", "H", "H", "H", "H", "H", "H", "H", "H", "Cl", "C", "C", "C", "Cl", "C", "O", "C", "C", "O", "C", "H", "H", "H", "C", "C", "C", "C", "C", "C", "C", "S", "O", "O", "N", "C", "C", "C", "O", "O", "H", "H", "H", "H", "H", "H", "H", "H", "H", "H", "H", "H", "N", "C", "C", "N", "C", "H", "H", "H", "H"],
  "xyz": [[-0.436, -0.570, -0.647], [-1.013, 2.343, -0.990], [-0.705, 1.199, -1.861], [0.326, 1.394, -2.886], [0.905, 0.035, -3.146], [0.606, -0.993, -2.398], [1.424, -2.038, -2.807], [1.536, -3.330, -2.307], [2.448, -4.160, -2.926], [3.231, -3.717, -4.005], [3.132, -2.429, -4.496], [2.211, -1.599, -3.868], [1.850, -0.268, -4.067], [-1.611, 1.800, 0.270], [-1.127, 0.721, 0.833], [-1.826, 0.551, 2.025], [-1.675, -0.403, 3.027], [-2.535, -0.322, 4.103], [-3.508, 0.688, 4.193], [-3.642, 1.657, 3.218], [-2.774, 1.566, 2.136], [-2.603, 2.350, 0.995], [-1.654, 3.092, -1.461], [-0.058, 2.797, -0.715], [-1.566, 0.849, -2.283], [1.112, 2.024, -2.476], [-0.072, 1.846, -3.800], [0.943, -3.636, -1.455], [2.570, -5.175, -2.572], [3.937, -4.399, -4.460], [3.747, -2.089, -5.319], [2.257, 0.371, -4.727], [-0.911, -1.166, 2.954], [-2.466, -1.059, 4.891], [-4.163, 0.715, 5.054], [-4.386, 2.438, 3.295], [-3.167, 3.136, 0.721], [-5.560, -4.064, 3.066], [-4.146, -3.536, 2.181], [-2.919, -4.120, 2.468], [-1.802, -3.649, 1.781], [-0.244, -4.333, 2.167], [-1.852, -2.629, 0.839], [-0.725, -2.191, 0.292], [-3.140, -2.089, 0.512], [-3.319, -1.095, -0.463], [-2.382, -0.516, -1.175], [-4.272, -2.558, 1.229], [-2.820, -4.888, 3.219], [-4.339, -0.762, -0.653], [-5.239, -2.115, 1.030], [-0.172, 5.619, 1.111], [0.955, 4.732, 1.569], [2.270, 5.064, 1.244], [3.327, 4.325, 1.730], [3.067, 3.214, 2.525], [1.771, 2.840, 2.835], [0.717, 3.611, 2.356], [4.418, 2.385, 3.289], [3.911, 1.321, 4.119], [5.259, 3.384, 3.880], [5.235, 1.724, 2.004], [4.495, 1.361, 0.778], [3.418, 0.290, 0.961], [2.151, 0.523, 0.156], [1.918, 1.613, -0.377], [1.387, -0.504, 0.123], [-0.024, 5.947, 0.081], [-0.224, 6.516, 1.732], [-1.130, 5.111, 1.188], [2.462, 5.930, 0.620], [4.349, 4.609, 1.517], [1.598, 1.970, 3.454], [-0.300, 3.340, 2.618], [5.718, 0.914, 2.383], [5.251, 1.032, 0.066], [4.039, 2.257, 0.367], [3.109, 0.240, 2.009], [3.780, -0.706, 0.702], [-2.422, -4.742, -3.519], [-2.583, -3.998, -4.662], [-2.172, -2.741, -4.328], [-1.762, -2.699, -3.016], [-1.925, -3.913, -2.563], [-2.628, -5.719, -3.408], [-2.969, -4.418, -5.573], [-2.156, -1.863, -4.954], [-1.716, -4.238, -1.555]]
}

# 3
{
  "formula": "C17H37N2O3",
  "method": "ωB97M-V/def2-TZVPD",
  "multiplicity": 2,
  "lumo_ev": [0.47, 0.40],
  "energy_ev": -27346.4234,
  "homo_lumo_gap_ha": [0.10204, 0.28373],
  "elements": ["O", "C", "O", "O", "H", "C", "C", "C", "N", "C", "C", "C", "C", "C", "H", "H", "H", "H", "H", "H", "H", "H", "H", "H", "H", "H", "H", "H", "H", "H", "H", "H", "C", "C", "C", "N", "C", "C", "C", "C", "C", "H", "H", "H", "H", "H", "H", "H", "H", "H", "H", "H", "H", "H", "H", "H", "H", "H", "H"],
  "xyz": [[-38.605, -29.770, -20.057], [-38.111, -29.857, -21.315], [-38.698, -30.711, -22.041], [-37.119, -29.255, -21.762], [-39.328, -30.398, -20.122], [-38.344, -23.726, -19.726], [-37.654, -25.065, -20.035], [-36.114, -24.988, -19.955], [-35.348, -26.297, -20.260], [-35.842, -27.365, -19.298], [-33.845, -26.069, -20.116], [-33.467, -25.496, -21.518], [-34.423, -26.082, -22.560], [-35.488, -26.777, -21.715], [-38.398, -23.152, -20.651], [-37.805, -23.209, -18.933], [-39.353, -23.906, -19.356], [-37.854, -25.179, -21.100], [-38.092, -25.837, -19.403], [-35.870, -24.615, -18.960], [-35.683, -24.362, -20.737], [-36.874, -27.638, -19.518], [-35.722, -26.916, -18.312], [-35.207, -28.247, -19.383], [-33.300, -27.002, -19.974], [-33.648, -25.328, -19.342], [-32.422, -25.738, -21.711], [-33.544, -24.410, -21.558], [-33.887, -26.776, -23.207], [-34.791, -25.295, -23.218], [-35.171, -27.820, -21.706], [-36.520, -26.590, -22.009], [-36.441, -33.429, -19.204], [-35.987, -32.403, -20.232], [-34.482, -32.818, -20.638], [-33.689, -31.809, -21.498], [-34.378, -31.644, -22.828], [-33.407, -30.436, -20.794], [-32.147, -29.806, -21.379], [-31.304, -31.014, -21.849], [-32.191, -32.228, -21.669], [-37.478, -33.269, -18.909], [-35.843, -33.500, -18.295], [-36.350, -34.465, -19.530], [-36.117, -31.414, -19.794], [-36.516, -32.500, -21.180], [-34.534, -33.688, -21.292], [-33.930, -33.075, -19.734], [-35.272, -31.070, -22.588], [-34.515, -32.661, -23.195], [-33.827, -31.063, -23.568], [-34.341, -29.892, -20.937], [-33.348, -30.708, -19.740], [-32.285, -29.089, -22.189], [-31.622, -29.220, -20.625], [-30.839, -30.959, -22.833], [-30.444, -31.043, -21.181], [-32.236, -32.894, -22.530], [-31.759, -32.705, -20.789]]
}

# 4
{
  "formula": "C5H14N2O",
  "method": "ωB97M-V/def2-TZVPD",
  "lumo_ev": 0.40,
  "e_above_lowest_kcal_mol": 82.6,
  "energy_ev": -10437.4473,
  "homo_lumo_gap_ha": 0.26848,
  "elements": ["C", "O", "C", "C", "H", "H", "H", "H", "H", "H", "H", "C", "N", "C", "N", "H", "H", "H", "H", "H", "H", "H"],
  "xyz": [[-0.095, 1.234, 1.270], [-0.576, 0.506, 0.210], [-0.390, 2.736, 1.164], [-0.023, 3.312, -0.208], [1.002, 1.143, 1.413], [-0.530, 0.915, 2.241], [0.132, 3.250, 1.981], [-1.454, 2.952, 1.303], [-0.238, 4.384, -0.258], [-0.728, 2.906, -0.935], [0.997, 3.076, -0.501], [1.793, -2.840, -0.908], [-1.703, -1.911, -0.525], [-0.401, -1.967, -0.386], [0.326, -2.955, -0.883], [2.185, -3.801, -0.575], [2.025, -2.161, -0.091], [2.216, -2.572, -1.868], [-2.321, -2.697, -0.649], [-2.134, -1.049, -0.210], [0.037, -0.979, 0.029], [-0.120, -3.484, -1.615]]
}

# 5
{
  "formula": "C3H13NO2S2",
  "method": "ωB97M-V/def2-TZVPD",
  "lumo_ev": -3.67,
  "e_above_lowest_kcal_mol": 112.4,
  "energy_ev": -30572.9485,
  "homo_lumo_gap_ha": 0.14988,
  "elements": ["S", "S", "C", "C", "N", "C", "H", "H", "H", "H", "H", "H", "H", "H", "H", "H", "H", "O", "H", "H", "O"],
  "xyz": [[2.844, -1.031, -1.060], [-1.234, 1.378, -0.551], [-0.383, -0.131, -0.433], [0.182, -0.603, 0.982], [1.332, 0.126, 1.330], [1.109, 1.526, 1.469], [3.269, 0.224, -0.840], [-1.146, -0.892, -0.621], [0.412, -0.120, -1.174], [0.425, -1.649, 0.820], [-0.607, -0.517, 1.719], [2.126, -0.166, 0.725], [0.182, 1.706, 1.992], [0.989, 2.043, 0.496], [1.913, 2.008, 1.987], [-0.357, -1.238, -4.182], [-0.834, -0.041, -3.340], [-0.423, -0.910, -3.279], [-2.897, 0.052, 1.007], [-3.887, -0.893, 1.681], [-3.015, -0.871, 1.272]]
}

# 6
{
  "formula": "C8H20ClNO",
  "method": "ωB97M-V/def2-TZVPD",
  "lumo_ev": -0.19,
  "e_above_lowest_kcal_mol": 27.5,
  "energy_ev": -24677.2623,
  "homo_lumo_gap_ha": 0.23291,
  "elements": ["Cl", "C", "C", "N", "C", "C", "C", "C", "C", "O", "C", "H", "H", "H", "H", "H", "H", "H", "H", "H", "H", "H", "H", "H", "H", "H", "H", "H", "H", "H", "H"],
  "xyz": [[-2.818, 3.561, -1.652], [0.433, 2.292, 0.716], [0.431, 0.761, 1.085], [0.826, -0.151, -0.131], [2.264, 0.125, -0.700], [0.859, -1.677, 0.250], [2.112, -2.029, 1.168], [-0.092, -0.069, -1.405], [-1.620, 0.144, -1.076], [-2.085, -0.988, -0.379], [-3.384, -0.699, 0.189], [0.247, 2.932, 1.579], [-0.306, 2.634, -0.008], [1.413, 2.600, 0.350], [-0.482, 0.302, 1.466], [1.249, 0.626, 1.793], [2.865, 0.377, 0.174], [2.076, 1.094, -1.162], [2.489, -0.695, -1.381], [0.956, -2.292, -0.645], [-0.004, -1.848, 0.893], [1.971, -2.956, 1.724], [2.265, -1.269, 1.934], [3.098, -2.179, 0.727], [-0.002, -0.859, -2.152], [0.243, 0.735, -2.061], [-2.184, 0.210, -2.007], [-1.750, 1.088, -0.545], [-3.554, -1.307, 1.078], [-4.240, -0.740, -0.484], [-3.277, 0.278, 0.661]]
}

# 7
{
  "formula": "C2H8N2O2",
  "method": "ωB97M-V/def2-TZVPD",
  "lumo_ev": [-0.16, -0.16],
  "e_above_lowest_kcal_mol": 149.9,
  "energy_ev": -9273.4096,
  "homo_lumo_gap_ha": [0.31651, 0.31656],
  "elements": ["C", "C", "N", "N", "O", "O", "H", "H", "H", "H", "H", "H", "H", "H"],
  "xyz": [[0.659, -0.880, 0.108], [0.314, 1.537, -1.218], [0.019, -0.113, 1.090], [-1.223, 0.161, 0.880], [1.154, 0.875, -0.332], [-0.074, -2.291, 0.967], [0.538, -2.550, 1.670], [-1.727, 0.565, 1.657], [-1.749, -0.310, 0.146], [1.692, -1.122, 0.284], [0.186, -1.120, -0.837], [-0.626, 1.881, -0.739], [0.812, 2.442, -1.585], [0.027, 0.925, -2.090]]
}

# 8
{
  "formula": "AgI",
  "method": "ωB97M-V/def2-TZVPD",
  "multiplicity": 2,
  "lumo_ev": [-7.35, -7.34],
  "e_above_lowest_kcal_mol": 19.1,
  "energy_ev": -12090.2858,
  "charge": 1,
  "homo_lumo_gap_ha": [0.25153, 0.23873],
  "elements": ["Ag", "I"],
  "xyz": [[3.272, 20.802, 14.903], [1.847, 20.837, 18.687]]
}

# 9
{
  "formula": "C5H8O2",
  "method": "ωB97M-V/def2-TZVPD",
  "smiles": "C=C(O)[C@H]1C[C@@H]1O",
  "lumo_ev": 0.80,
  "e_above_lowest_kcal_mol": 59.9,
  "energy_ev": -9407.2349,
  "homo_lumo_gap_ha": 0.33873,
  "elements": ["C", "C", "O", "C", "C", "C", "O", "H", "H", "H", "H", "H", "H", "H", "H"],
  "xyz": [[-1.557, -1.194, -0.968], [-1.076, -0.597, 0.128], [-1.822, -0.001, 1.103], [0.382, -0.349, 0.140], [0.534, 1.074, -0.398], [1.299, 0.660, 0.788], [2.643, 0.474, 0.448], [-2.597, -1.460, -1.104], [-0.868, -1.374, -1.792], [-2.688, 0.184, 0.711], [0.941, -1.169, -0.307], [-0.341, 1.693, -0.201], [1.010, 1.219, -1.357], [1.110, 1.091, 1.768], [3.034, -0.219, 0.990]]
}

# 10
{
  "formula": "CH4FN2O",
  "method": "ωB97M-V/def2-TZVPD",
  "smiles": "CN[N+](=O)F",
  "lumo_ev": -6.85,
  "e_above_lowest_kcal_mol": 102.1,
  "energy_ev": -8833.8572,
  "charge": 1,
  "homo_lumo_gap_ha": 0.38259,
  "elements": ["C", "N", "N", "O", "F", "H", "H", "H", "H"],
  "xyz": [[-1.074, -0.250, -0.069], [0.170, 0.495, -0.196], [1.426, 0.209, 0.256], [2.341, 0.868, 0.111], [1.450, -1.008, 0.922], [-1.277, -0.862, -1.032], [-1.105, -1.110, 0.688], [-2.018, 0.364, 0.243], [0.087, 1.294, -0.924]]
}

# 11
{
  "formula": "C4H9O3",
  "method": "ωB97M-V/def2-TZVPD",
  "lumo_ev": 3.88,
  "e_above_lowest_kcal_mol": 45.1,
  "energy_ev": -10436.5091,
  "charge": -1,
  "homo_lumo_gap_ha": 0.24217,
  "elements": ["C", "O", "C", "H", "H", "H", "H", "H", "O", "C", "O", "C", "H", "H", "H", "H"],
  "xyz": [[-0.105, -1.762, 1.425], [-0.109, -1.068, 0.274], [1.166, -2.601, 1.635], [-0.978, -2.471, 1.522], [-0.231, -1.127, 2.364], [1.164, -3.149, 2.583], [2.017, -1.912, 1.603], [1.256, -3.276, 0.779], [0.651, 1.582, -1.882], [-0.197, 1.468, -1.032], [-1.480, 1.155, -1.368], [-0.011, 1.675, 0.421], [-1.421, 0.737, -2.231], [0.137, 0.639, 0.893], [-0.884, 2.144, 0.881], [0.892, 2.272, 0.552]]
}

# 12
{
  "formula": "C8H12NO2",
  "method": "ωB97M-V/def2-TZVPD",
  "smiles": "C#C[C@]1(O)[C@@H]2C[C@@H]2[N@H+](C)[C@H]1O",
  "lumo_ev": -2.71,
  "e_above_lowest_kcal_mol": 79.4,
  "energy_ev": -14064.6823,
  "charge": 1,
  "homo_lumo_gap_ha": 0.41718,
  "elements": ["C", "C", "C", "O", "C", "C", "C", "N", "C", "C", "O", "H", "H", "H", "H", "H", "H", "H", "H", "H", "H", "H", "H"],
  "xyz": [[2.941, 0.599, 1.460], [2.282, 0.302, 0.494], [1.260, -0.137, -0.402], [1.782, -0.989, -1.411], [0.375, 1.037, -1.015], [-0.295, 1.816, 0.069], [-1.032, 0.748, -0.784], [-1.228, -0.499, -0.067], [-2.356, -0.454, 0.967], [0.171, -1.155, 0.271], [0.100, -2.424, -0.239], [3.580, 1.133, 2.114], [2.213, -0.533, -2.190], [0.732, 1.386, -2.123], [0.148, 1.559, 0.945], [-0.588, 2.837, -0.026], [-1.818, 1.020, -1.355], [-1.561, -1.147, -0.827], [-2.600, -1.443, 1.273], [-2.241, 0.194, 1.797], [-3.215, -0.123, 0.358], [0.380, -0.974, 1.389], [0.969, -2.752, -0.697]]
}

Copy entry 12 word for word.
{
  "formula": "C8H12NO2",
  "method": "ωB97M-V/def2-TZVPD",
  "smiles": "C#C[C@]1(O)[C@@H]2C[C@@H]2[N@H+](C)[C@H]1O",
  "lumo_ev": -2.71,
  "e_above_lowest_kcal_mol": 79.4,
  "energy_ev": -14064.6823,
  "charge": 1,
  "homo_lumo_gap_ha": 0.41718,
  "elements": ["C", "C", "C", "O", "C", "C", "C", "N", "C", "C", "O", "H", "H", "H", "H", "H", "H", "H", "H", "H", "H", "H", "H"],
  "xyz": [[2.941, 0.599, 1.460], [2.282, 0.302, 0.494], [1.260, -0.137, -0.402], [1.782, -0.989, -1.411], [0.375, 1.037, -1.015], [-0.295, 1.816, 0.069], [-1.032, 0.748, -0.784], [-1.228, -0.499, -0.067], [-2.356, -0.454, 0.967], [0.171, -1.155, 0.271], [0.100, -2.424, -0.239], [3.580, 1.133, 2.114], [2.213, -0.533, -2.190], [0.732, 1.386, -2.123], [0.148, 1.559, 0.945], [-0.588, 2.837, -0.026], [-1.818, 1.020, -1.355], [-1.561, -1.147, -0.827], [-2.600, -1.443, 1.273], [-2.241, 0.194, 1.797], [-3.215, -0.123, 0.358], [0.380, -0.974, 1.389], [0.969, -2.752, -0.697]]
}